{"formula": "C39H33AsCl3F10N6O9SSi2TeTi", "method": "ωB97M-V/def2-TZVPD", "multiplicity": 2, "total_charge": -2, "homo_energy_ev": [-3.28, -3.37], "total_energy_ev": -250932.500, "relative_energy_kj_mol": 366.7, "species": ["Ti", "C", "C", "C", "C", "C", "C", "C", "S", "O", "O", "N", "C", "C", "C", "C", "C", "N", "H", "H", "H", "H", "H", "H", "H", "H", "H", "H", "H", "O", "C", "C", "O", "C", "C", "O", "C", "O", "O", "F", "As", "F", "F", "F", "F", "F", "F", "C", "C", "F", "C", "C", "C", "F", "C", "C", "C", "N", "C", "N", "F", "C", "C", "N", "C", "N", "C", "Si", "C", "C", "C", "Te", "C", "Si", "C", "C", "C", "H", "H", "H", "H", "H", "H", "H", "H", "H", "H", "H", "H", "H", "H", "H", "H", "H", "H", "H", "H", "H", "H", "Cl", "C", "Cl", "Cl", "C", "O", "O"], "coordinates": [[-1.13665, -0.89016, 1.55679], [-2.49929, 0.34634, -7.18514], [-1.82136, 0.17972, -5.85062], [-0.63643, -0.54068, -5.73677], [-0.02153, -0.70514, -4.50475], [-0.58319, -0.12618, -3.37406], [-1.74894, 0.61457, -3.47821], [-2.36575, 0.75633, -4.70751], [0.20317, -0.47151, -1.80762], [0.74692, 0.81324, -1.35462], [1.15674, -1.50373, -2.08937], [-0.88116, -0.89171, -0.73333], [-1.17280, -2.25541, -0.70651], [-1.38402, -3.06385, -1.82784], [-1.78166, -4.36434, -1.63434], [-1.97906, -4.84569, -0.34155], [-1.75399, -3.99390, 0.70906], [-1.31574, -2.74456, 0.53119], [-2.14633, -0.39688, -7.89942], [-2.29186, 1.33779, -7.59416], [-3.57996, 0.24986, -7.08003], [-0.19672, -0.99712, -6.61605], [0.88138, -1.29080, -4.39502], [-2.22108, 1.05402, -2.61823], [-3.30404, 1.29687, -4.75003], [-1.29715, -2.63522, -2.81416], [-1.96738, -5.00442, -2.48769], [-2.29592, -5.86039, -0.15540], [-1.91905, -4.29698, 1.73466], [-2.51434, -0.37930, 7.58661], [-2.16277, -0.51238, 6.44152], [-2.78854, -1.44811, 5.41666], [-3.67743, -2.24770, 5.64433], [-2.04554, -1.19365, 4.19751], [-0.99341, -0.28414, 4.39232], [-0.20759, -0.05573, 3.42781], [-1.00893, 0.22499, 5.77281], [-0.31118, 1.06838, 6.29179], [-2.21176, -1.65061, 2.98999], [-1.48669, 0.81036, 1.53585], [-3.43580, 0.34376, -0.36931], [-3.43059, -0.93174, -1.61460], [-4.10831, 1.53507, -1.85352], [-5.12627, -0.00397, -0.28327], [-3.92965, 1.22972, 1.25021], [-3.09330, -1.02893, 0.84500], [2.89043, -6.66356, 0.34389], [3.60796, -5.83272, 1.10865], [4.95879, -5.81213, 0.93811], [5.48683, -6.64060, 0.02760], [5.81763, -4.95292, 1.67219], [5.14690, -4.12917, 2.61523], [3.79627, -4.14373, 2.77715], [3.25835, -3.38343, 3.73203], [2.93876, -4.98233, 2.02188], [1.53179, -4.95522, 2.17188], [0.83761, -3.83238, 2.68736], [0.21645, -2.92938, 3.04920], [0.70820, -6.04145, 1.77368], [0.03098, -6.93963, 1.51431], [5.87339, -3.33398, 3.40686], [7.21588, -4.93065, 1.49013], [7.91700, -5.81991, 0.62914], [8.56196, -6.51675, -0.02652], [8.09170, -4.02604, 2.15267], [8.88389, -3.34017, 2.63510], [2.43681, 3.04641, -3.03513], [1.36686, 4.22318, -2.04265], [1.44311, 5.89780, -2.92414], [1.96213, 4.53993, -0.28787], [-0.45412, 3.65589, -2.14502], [-1.00065, 2.55922, -0.38858], [-2.85574, 3.59123, -0.20115], [-2.80903, 4.37049, 1.55256], [-4.58110, 4.95525, 1.80350], [-1.64980, 5.85926, 1.35660], [-2.23188, 3.37573, 3.02093], [3.49747, 3.20470, -2.82946], [2.26979, 3.17889, -4.10640], [2.20017, 2.01333, -2.77741], [2.48145, 6.23592, -2.97492], [0.86938, 6.66324, -2.39564], [1.06266, 5.83862, -3.94675], [3.05165, 4.57328, -0.24721], [1.63911, 3.74911, 0.39734], [1.57843, 5.49131, 0.08691], [-0.57468, 2.99902, -3.00951], [-1.14744, 4.49057, -2.23439], [-3.68796, 2.90047, -0.23938], [-2.96185, 4.33348, -0.98817], [-4.85962, 5.72093, 1.07567], [-4.72449, 5.36708, 2.80536], [-5.25713, 4.10624, 1.68271], [-2.00834, 6.55297, 0.59172], [-0.65191, 5.51638, 1.06297], [-1.55423, 6.41175, 2.29317], [-2.88085, 2.51083, 3.16481], [-2.27217, 3.98514, 3.92616], [-1.20926, 3.00653, 2.90505], [3.76568, -0.37180, 2.62816], [3.06219, -0.25298, 0.99846], [3.85874, 1.05517, 0.12503], [3.30226, -1.77051, 0.13769], [1.55003, 0.08182, 1.24931], [1.28195, 1.23324, 1.50560], [0.76654, -0.93910, 1.22255]], "forces_ev_per_angstrom": [[1.4284, -1.6043, 3.6565], [0.0445, 0.0172, 0.1123], [0.0057, 0.0190, -0.1208], [0.0069, 0.0418, 0.0582], [0.0358, 0.0124, 0.0467], [-0.0071, -0.3435, -0.0189], [0.1273, -0.0901, -0.0179], [0.0072, 0.0371, 0.0297], [0.4034, 0.4938, -0.1513], [-0.4348, 0.0904, -0.1514], [0.0271, -0.0253, -0.0510], [-0.3023, -0.7565, -0.0687], [-0.1423, -0.7776, -0.5380], [-0.0694, 0.0946, 0.0801], [0.0265, 0.0102, 0.0086], [0.0073, -0.0183, -0.0902], [0.0021, -0.0732, 0.4593], [-0.0212, 0.3560, -0.9580], [-0.0248, 0.0091, -0.0225], [-0.0222, -0.0122, -0.0398], [-0.0084, -0.0041, -0.0467], [-0.0148, -0.0017, -0.0084], [-0.0301, -0.0226, -0.0523], [-0.0811, 0.0239, 0.0058], [0.0050, 0.0154, -0.0406], [0.0336, -0.0651, -0.0506], [0.0112, 0.0005, -0.0027], [0.0217, -0.0035, 0.0367], [0.0647, 0.0513, 0.0265], [0.0246, 0.0140, -0.0572], [-0.0650, -0.0209, 0.1503], [0.0109, -0.4010, -0.1700], [-0.0676, 0.1175, -0.0415], [0.2861, 0.7095, 0.6081], [-0.1658, -0.8061, -0.1202], [-0.4520, -0.0943, -0.5428], [0.1100, 0.2676, 0.0234], [-0.0104, -0.1026, -0.0382], [0.0681, 0.0951, -0.7441], [-0.4578, 1.3349, -0.4289], [-3.1170, 0.6515, -0.6035], [0.6279, 0.5135, 0.2050], [1.0373, -0.5364, 1.3971], [-0.0741, -0.3479, 0.0590], [0.9151, 0.3470, -1.4696], [0.0739, 0.9105, -1.0047], [-0.0020, 0.0183, -0.0310], [0.1022, -0.0009, 0.0685], [-0.1035, -0.0209, 0.1048], [-0.0011, 0.0290, -0.0328], [0.2318, 0.0032, -0.0605], [-0.0678, -0.0110, -0.0384], [0.0373, 0.0095, -0.0189], [0.0478, 0.0235, -0.0072], [-0.2466, 0.0504, 0.0019], [0.1086, -0.0277, -0.1138], [0.0081, -0.0121, 0.1526], [0.2323, -0.3633, 0.0842], [0.0531, -0.0824, 0.0284], [-0.0630, 0.0604, -0.0302], [-0.0268, 0.0144, 0.0031], [-0.0265, 0.0045, 0.0096], [-0.0114, -0.0637, 0.0001], [-0.0081, 0.0190, -0.0167], [0.0249, 0.0069, 0.0288], [-0.0249, 0.0074, 0.0086], [-0.1154, -0.1397, 0.2913], [0.3446, 0.5416, -0.5236], [-0.1180, -0.1151, 0.0496], [-0.3237, -0.3904, -0.0384], [0.2973, -0.4396, 0.2905], [-1.5904, -0.3386, -0.2997], [0.5650, 0.1323, 1.1358], [-0.4594, 0.8366, -0.1616], [0.1517, -0.0054, 0.1205], [-0.1543, -0.1736, 0.0177], [-0.0208, -0.3156, -0.3793], [-0.0008, 0.0477, -0.0128], [-0.0441, 0.0567, 0.0058], [0.0689, -0.0063, 0.0051], [0.0043, -0.0013, 0.0093], [-0.0012, -0.0119, 0.0129], [0.0074, -0.0241, -0.0004], [0.0166, -0.0118, -0.0485], [0.1917, -0.0048, 0.0766], [-0.0255, 0.0109, -0.0324], [0.0060, 0.0033, -0.0146], [-0.0629, -0.0411, 0.0638], [0.0700, 0.0660, -0.1243], [0.1164, 0.0477, 0.0022], [0.0170, -0.0200, -0.0204], [-0.0272, 0.0057, -0.0059], [-0.0079, -0.0038, 0.0318], [-0.0028, -0.0312, -0.0275], [0.0347, 0.0747, 0.0610], [0.0688, -0.0140, 0.0134], [0.0583, -0.0458, -0.0027], [0.0045, 0.1331, -0.0804], [-0.0165, -0.0392, 0.0768], [0.0719, -0.0677, 0.0051], [-0.1957, -0.2934, 0.3409], [-0.0086, 0.1304, -0.1661], [0.0879, -0.0589, 0.0537], [0.1773, 0.5185, 0.2579], [0.0698, -0.0391, -0.3411], [0.6367, 0.2361, -0.0961]], "mulliken_spin": [0.003, 0.000, 0.000, 0.000, 0.000, 0.000, 0.001, 0.000, -0.001, -0.001, -0.001, 0.004, 0.001, -0.004, -0.001, -0.003, -0.001, -0.001, 0.000, 0.000, 0.000, 0.000, 0.000, 0.000, 0.000, 0.000, 0.000, 0.003, 0.001, 0.001, 0.000, -0.002, 0.001, 0.000, 0.002, -0.002, 0.000, 0.001, -0.001, 0.002, 0.001, 0.000, 0.000, 0.000, 0.000, 0.000, 0.002, -0.002, 0.029, 0.002, -0.002, 0.019, 0.002, 0.000, 0.057, 0.292, -0.059, 0.119, -0.020, 0.107, 0.001, 0.303, -0.029, 0.102, -0.030, 0.102, 0.000, 0.000, 0.000, 0.000, 0.000, -0.004, 0.000, 0.000, 0.000, 0.000, 0.000, 0.000, 0.000, 0.000, 0.000, 0.000, 0.000, 0.000, 0.000, 0.000, 0.000, 0.000, 0.000, 0.000, 0.000, 0.000, 0.000, 0.000, 0.000, 0.000, 0.000, 0.000, 0.000, 0.000, 0.000, 0.000, -0.001, -0.002, 0.000, 0.005]}

{"formula": "C39H33AsCl3F10N6O9SSi2TeTi", "method": "ωB97M-V/def2-TZVPD", "multiplicity": 2, "total_charge": -2, "homo_energy_ev": [-2.62, -2.62], "total_energy_ev": -250935.746, "relative_energy_kj_mol": 53.5, "species": ["Ti", "C", "C", "C", "C", "C", "C", "C", "S", "O", "O", "N", "C", "C", "C", "C", "C", "N", "H", "H", "H", "H", "H", "H", "H", "H", "H", "H", "H", "O", "C", "C", "O", "C", "C", "O", "C", "O", "O", "F", "As", "F", "F", "F", "F", "F", "F", "C", "C", "F", "C", "C", "C", "F", "C", "C", "C", "N", "C", "N", "F", "C", "C", "N", "C", "N", "C", "Si", "C", "C", "C", "Te", "C", "Si", "C", "C", "C", "H", "H", "H", "H", "H", "H", "H", "H", "H", "H", "H", "H", "H", "H", "H", "H", "H", "H", "H", "H", "H", "H", "Cl", "C", "Cl", "Cl", "C", "O", "O"], "coordinates": [[-0.28275, -0.46283, 0.77925], [-1.21551, 5.78297, 5.33076], [-0.58814, 5.07703, 4.16124], [-0.39012, 5.73576, 2.95423], [0.10842, 5.06493, 1.84884], [0.39839, 3.71192, 1.95023], [0.24886, 3.04323, 3.15715], [-0.23237, 3.73134, 4.25355], [0.80518, 2.81694, 0.48530], [2.08698, 2.15939, 0.73198], [0.78659, 3.75824, -0.60903], [-0.31888, 1.67192, 0.26286], [-1.54508, 2.11377, -0.32229], [-2.10339, 3.38931, -0.17513], [-3.35180, 3.62408, -0.70972], [-4.01706, 2.60803, -1.38699], [-3.37506, 1.39313, -1.49976], [-2.16523, 1.15684, -0.99297], [-1.66633, 6.72378, 5.01799], [-0.48157, 5.97717, 6.11598], [-2.00728, 5.16545, 5.75689], [-0.69026, 6.77195, 2.86145], [0.22405, 5.56024, 0.89489], [0.46479, 1.98563, 3.22582], [-0.38324, 3.20069, 5.18697], [-1.61300, 4.15914, 0.38885], [-3.81774, 4.59097, -0.56058], [-5.00840, 2.74668, -1.79579], [-3.84495, 0.55967, -2.00815], [1.73134, -0.92143, 6.60402], [1.30996, -0.82418, 5.48730], [2.03719, -0.14483, 4.30735], [3.12280, 0.38600, 4.35495], [1.10371, -0.30684, 3.20737], [-0.04478, -0.97101, 3.55139], [-0.88935, -1.17469, 2.59961], [-0.04905, -1.35795, 4.97385], [-0.87405, -1.94351, 5.62251], [1.16697, 0.03725, 1.93676], [0.77427, -2.25221, 0.72345], [2.16592, -3.40171, 1.11214], [3.17716, -2.00403, 1.35975], [2.55382, -3.31177, -0.57103], [3.47205, -4.46541, 1.43336], [1.07514, -4.68784, 0.80523], [1.68435, -3.33127, 2.75704], [-6.87981, 0.29023, 1.66099], [-5.89327, 1.15734, 1.94521], [-6.22759, 2.48865, 2.10699], [-7.52205, 2.82060, 1.94292], [-5.28375, 3.49104, 2.38387], [-3.97621, 3.00052, 2.49677], [-3.64632, 1.67935, 2.31476], [-2.33399, 1.36723, 2.36086], [-4.58734, 0.69191, 2.03479], [-4.20846, -0.74080, 1.88857], [-3.10541, -1.02828, 1.16679], [-2.14260, -1.17109, 0.49499], [-4.90785, -1.75809, 2.58551], [-5.47890, -2.58205, 3.15661], [-2.96660, 3.84847, 2.77448], [-5.60256, 4.89219, 2.50300], [-4.61078, 5.89922, 2.51157], [-3.83022, 6.75708, 2.50473], [-6.92378, 5.37770, 2.64003], [-7.98178, 5.82767, 2.77887], [4.81470, 3.65052, -0.48502], [5.41156, 2.14514, 0.44805], [4.94962, 2.15592, 2.24068], [7.29004, 2.09652, 0.27878], [4.89904, 0.51633, -0.39754], [2.89256, 0.04185, -0.83715], [2.52843, 1.45018, -2.35495], [3.20762, 1.03652, -4.06097], [5.06855, 1.29526, -4.08220], [2.37699, 2.22720, -5.24211], [2.82897, -0.72576, -4.54019], [5.22048, 4.54978, -0.01333], [3.72854, 3.73478, -0.46609], [5.15441, 3.63951, -1.52399], [5.15551, 3.13833, 2.67463], [5.52257, 1.41302, 2.79944], [3.89386, 1.93760, 2.39864], [7.74079, 2.96833, 0.76069], [7.60199, 2.09494, -0.76897], [7.70413, 1.20444, 0.75561], [5.21034, -0.32254, 0.23126], [5.44680, 0.45078, -1.34000], [2.85761, 2.42947, -2.01199], [1.43643, 1.46180, -2.42511], [5.34772, 2.24634, -3.62224], [5.44833, 1.29367, -5.10661], [5.58311, 0.49632, -3.54220], [2.61603, 3.26474, -4.99794], [1.29325, 2.10845, -5.17237], [2.67526, 2.04031, -6.27665], [3.18739, -1.43602, -3.78882], [3.31130, -0.97599, -5.48884], [1.75318, -0.87322, -4.64871], [-0.55704, -2.71816, -4.31613], [-1.12411, -2.19228, -2.71116], [-2.85126, -1.80405, -2.82103], [-0.86138, -3.49239, -1.56801], [-0.36970, -0.87638, -2.32480], [-0.13707, -0.07456, -3.19529], [0.01163, -0.77343, -1.09518]], "forces_ev_per_angstrom": [[-0.4834, 0.2770, 0.4785], [-0.0551, -0.0424, -0.0607], [0.0638, -0.0341, -0.0089], [-0.0128, 0.0709, 0.0235], [0.0125, -0.0965, 0.0430], [-0.1055, 0.0789, 0.0085], [-0.0346, -0.0593, -0.0031], [0.0028, 0.0226, 0.0395], [0.4175, -0.1021, -0.0576], [-0.2844, 0.1556, -0.1864], [-0.0081, -0.0696, 0.0656], [-0.0659, -0.1737, 0.2519], [0.0889, -0.1270, -0.1156], [-0.0003, -0.1692, 0.0437], [-0.0668, 0.0163, -0.0018], [-0.0044, 0.0388, 0.0220], [0.0507, 0.0446, 0.0745], [-0.1143, -0.0538, -0.0841], [0.0298, 0.0073, 0.0078], [0.0042, 0.0179, 0.0020], [0.0094, 0.0030, 0.0275], [-0.0062, -0.0050, -0.0173], [-0.0128, 0.0352, -0.0051], [-0.0014, 0.0947, -0.0053], [-0.0018, 0.0023, -0.0026], [0.0289, 0.0945, 0.0533], [0.0022, -0.0001, -0.0062], [0.0032, 0.0285, 0.0083], [0.0075, 0.0183, 0.0053], [-0.0340, -0.0157, 0.0037], [0.0252, 0.0120, 0.0057], [-0.0832, -0.0334, -0.0645], [-0.0035, -0.0077, 0.0030], [0.0846, -0.1547, 0.0315], [0.0691, -0.0162, -0.0233], [0.0614, 0.2320, -0.0443], [0.0667, 0.0460, -0.0359], [0.0348, 0.0158, 0.0075], [-0.1233, -0.0004, -0.2880], [0.1785, -0.2393, 0.1972], [0.0563, 0.0613, -0.0722], [-0.0497, -0.0349, 0.0288], [0.0115, -0.0153, -0.0478], [-0.0014, -0.0072, 0.0134], [-0.0327, -0.0010, 0.0101], [0.0010, -0.0234, -0.0166], [0.0092, 0.0011, -0.0026], [-0.0330, 0.0958, -0.0051], [0.0256, -0.0966, -0.0089], [0.0231, 0.0007, 0.0079], [-0.0127, 0.0567, -0.0226], [0.0010, 0.0504, -0.0058], [-0.0694, -0.0367, -0.2535], [-0.0394, -0.1327, 0.2728], [0.1610, -0.2222, 0.0326], [-0.0377, 0.4077, -0.0591], [-0.2326, 0.0201, 0.1228], [-0.0195, 0.0563, -0.1427], [0.1146, -0.1403, 0.0777], [-0.0378, 0.0509, -0.0629], [-0.0417, -0.0365, -0.0140], [-0.0321, 0.0831, 0.0148], [0.0706, 0.0221, -0.0208], [-0.0342, -0.0433, 0.0062], [-0.0445, -0.0326, 0.0489], [0.0341, -0.0048, -0.0300], [-0.0752, -0.0237, -0.0015], [0.1460, -0.0447, -0.0524], [-0.0611, 0.0200, 0.0383], [-0.0146, 0.0038, 0.0433], [-0.1136, 0.0316, 0.0358], [0.1655, 0.2115, -0.0586], [-0.0258, -0.0983, 0.0137], [-0.0693, 0.0602, -0.0978], [0.0290, -0.0003, 0.0553], [0.0065, -0.0134, 0.0091], [0.0036, -0.0284, 0.0260], [0.0279, -0.0204, -0.0011], [-0.0317, 0.0217, 0.0011], [-0.0143, -0.0019, -0.0030], [0.0207, -0.0081, 0.0051], [-0.0150, -0.0028, 0.0065], [0.0109, -0.0052, -0.0043], [-0.0016, -0.0041, -0.0050], [-0.0171, 0.0053, 0.0019], [-0.0034, 0.0115, -0.0038], [0.0537, 0.0384, 0.0189], [-0.0320, -0.0357, -0.0389], [0.0459, 0.0000, 0.0743], [0.0194, 0.0002, 0.0154], [0.0022, 0.0015, -0.0127], [-0.0130, -0.0094, -0.0078], [0.0150, 0.0091, -0.0264], [0.0067, -0.0077, -0.0004], [0.0088, -0.0084, -0.0062], [0.0072, 0.0050, 0.0055], [-0.0031, -0.0136, -0.0292], [0.0006, 0.0012, 0.0003], [0.0116, 0.0064, 0.0171], [0.0119, -0.0028, -0.0126], [-0.0455, -0.0155, 0.0381], [-0.0087, -0.0405, 0.0166], [-0.0164, -0.0369, 0.0150], [0.2812, 0.2314, 0.1546], [-0.0586, -0.0005, -0.0859], [0.2158, -0.2273, -0.4083]], "mulliken_spin": [0.043, 0.000, 0.001, 0.000, 0.000, 0.010, -0.003, -0.001, 0.025, 0.021, 0.001, 0.019, -0.003, -0.002, 0.000, 0.000, 0.000, 0.002, 0.000, 0.000, 0.000, 0.000, 0.000, 0.003, 0.000, 0.000, 0.000, 0.000, 0.000, 0.000, 0.000, 0.003, 0.000, 0.009, 0.000, 0.002, 0.000, 0.001, -0.032, -0.018, 0.001, 0.008, 0.005, 0.000, 0.000, 0.000, 0.000, 0.001, 0.000, 0.000, -0.001, 0.000, 0.001, 0.001, -0.001, 0.002, -0.001, 0.001, -0.001, 0.000, 0.000, 0.000, 0.000, 0.000, 0.000, 0.000, 0.001, 0.028, 0.001, 0.001, 0.053, 0.472, 0.121, 0.029, 0.003, 0.002, 0.041, 0.000, -0.001, 0.000, 0.000, 0.001, 0.002, 0.000, 0.000, 0.000, -0.004, 0.030, 0.004, -0.008, 0.000, 0.000, -0.001, 0.000, 0.000, 0.000, -0.009, 0.000, 0.003, 0.000, 0.001, 0.000, 0.000, 0.030, 0.003, 0.100]}